# 1
Below is a molecular structure, C3H11NO4 at a distorted geometry, with properties calculated with ωB97M-V/def2-TZVPD.

```
19
Properties=species:S:1:pos:R:3:mulliken_charge:R:1
H -1.606 0.547 -0.437 0.561
O -2.146 0.780 -1.538 -0.670
N -0.733 0.179 0.551 -0.258
H -2.337 1.547 -2.085 0.316
H -0.644 0.785 1.398 0.275
C 0.676 0.020 0.030 -0.752
H 1.294 -0.539 0.820 0.516
C 0.927 -0.595 -1.550 0.620
O 2.074 -0.963 -1.807 -0.635
O 0.039 -0.339 -2.416 -0.704
H -1.123 0.352 -1.933 0.444
H 1.347 0.929 -0.269 0.191
C -1.581 -0.946 0.831 -0.887
H -1.411 -1.335 1.866 0.338
H -2.677 -0.861 0.585 0.302
H -1.155 -1.727 0.175 0.331
O 3.085 0.341 2.099 -0.609
H 3.593 0.808 1.538 0.299
H 2.377 1.019 2.143 0.324
```

- HOMO-LUMO gap: 0.33684 hartree
- ΔE to the lowest compared entry with this formula, charge and spin: 95.7 kcal per mole
- Charge: 0
- E_LUMO: 0.0032 Ha

---

# 2
Below is 2 unconnected molecules or ions with the total composition C5H8FNS at a distorted geometry, with properties calculated with ωB97M-V/def2-TZVPD.

```
16
Properties=species:S:1:pos:R:3:mulliken_charge:R:1
C 1.055 0.332 1.536 -0.991
C -0.407 0.624 1.163 0.010
C -0.689 1.446 -0.123 -0.236
C -0.998 0.096 -0.146 -0.242
C -0.183 -1.890 -1.516 -0.084
H 1.222 -0.854 1.646 0.232
H 1.670 0.507 0.643 0.205
H 1.812 0.751 2.218 0.378
H -1.198 0.818 1.933 0.353
H -1.425 2.207 -0.227 0.376
H -2.078 -0.281 -0.208 0.371
H 0.953 0.304 -1.464 0.423
H -1.059 -2.495 -1.019 0.224
N -0.275 -0.569 -1.322 -0.347
F 0.587 1.764 -0.879 -0.353
S 1.013 -2.764 -2.233 -0.319
```

- HOMO-LUMO gap: 0.31032 hartree
- ΔE to the lowest compared entry with this formula, charge and spin: 111.3 kcal per mole
- Charge: 0
- E_LUMO: 0.0107 Ha

---

# 3
Below is 3 unconnected molecules or ions with the total composition C16H47N10O2P2S at a distorted geometry, with properties calculated with ωB97M-V/def2-TZVPD.

```
78
Properties=species:S:1:pos:R:3:mulliken_charge:R:1
N 0.160 0.369 -5.091 -0.446
C -0.904 0.677 -6.061 1.137
S -0.054 1.445 -7.499 -0.169
C -1.928 1.674 -5.518 -1.471
N -2.982 0.908 -4.751 -0.156
C -3.649 0.142 -5.638 0.286
N -4.930 0.377 -6.010 -0.377
N -2.984 -0.877 -6.227 -0.201
C -1.522 -0.685 -6.474 -1.172
H 0.378 1.237 -4.607 0.279
H -0.275 -0.209 -4.371 0.114
H -0.721 2.603 -7.562 0.180
H -1.494 2.441 -4.886 0.436
H -2.454 2.131 -6.360 0.506
H -3.627 1.546 -4.291 0.350
H -5.100 0.583 -6.983 0.251
H -5.732 0.326 -5.400 0.250
H -3.168 -1.726 -5.700 0.326
H -1.004 -1.472 -5.925 0.470
H -1.334 -0.894 -7.523 0.433
O 3.675 1.159 -2.034 -0.857
P 3.092 -0.019 -1.346 0.659
N 4.178 -0.307 -0.072 0.032
C 4.244 -1.542 0.691 -0.533
C 4.455 0.847 0.785 -1.005
N 3.263 -1.184 -2.603 0.354
C 3.879 -2.479 -2.377 -1.197
C 3.649 -0.652 -3.908 -1.023
N 1.741 -0.852 -0.675 0.211
C 0.680 -1.242 -1.621 -1.149
C 1.080 -0.034 0.376 -0.972
H 3.393 -1.688 1.370 0.072
H 5.151 -1.522 1.299 0.417
H 4.326 -2.415 0.055 0.148
H 3.668 1.027 1.529 0.257
H 4.566 1.747 0.182 0.302
H 5.392 0.694 1.320 0.394
H 4.947 -2.403 -2.138 0.328
H 3.780 -3.091 -3.276 0.418
H 3.368 -3.029 -1.586 0.334
H 4.719 -0.421 -3.962 0.316
H 3.098 0.253 -4.142 0.302
H 3.416 -1.378 -4.692 0.307
H 0.296 -0.390 -2.197 0.304
H -0.146 -1.672 -1.053 0.452
H 1.030 -2.001 -2.312 0.323
H 0.727 0.930 -0.004 0.332
H 1.762 0.158 1.203 -0.025
H 0.229 -0.571 0.792 0.474
O -0.298 1.969 4.110 -0.850
P -1.076 0.971 4.870 0.478
N -0.537 -0.534 4.292 0.524
C -1.191 -1.806 4.548 -0.867
C 0.914 -0.697 4.259 -1.412
N -2.678 1.265 4.345 0.274
C -3.569 0.196 3.938 -1.166
C -2.864 2.438 3.499 -0.989
N -1.534 0.528 6.447 0.081
C -2.466 1.450 7.133 -1.006
C -0.347 0.383 7.328 -1.011
H -1.084 -2.154 5.583 0.262
H -0.744 -2.562 3.898 0.365
H -2.245 -1.784 4.305 0.202
H 1.346 -0.952 5.235 0.319
H 1.391 0.217 3.909 0.416
H 1.186 -1.492 3.560 0.377
H -3.240 -0.303 3.016 0.267
H -4.567 0.604 3.760 0.430
H -3.689 -0.543 4.730 0.323
H -2.563 2.260 2.458 0.277
H -2.297 3.285 3.873 0.350
H -3.920 2.719 3.511 0.322
H -2.095 2.478 7.169 0.344
H -2.606 1.097 8.154 0.414
H -3.439 1.449 6.655 0.283
H 0.237 1.305 7.398 0.364
H 0.303 -0.412 6.966 0.214
H -0.668 0.103 8.329 0.414
```

- HOMO-LUMO gap: 0.19010 hartree
- Charge: +1
- E_LUMO: -0.1834 Ha

---

# 4
Below is a molecular structure, C15H12IN9O2SZn, with properties calculated with ωB97M-V/def2-TZVPD.

```
41
Properties=species:S:1:pos:R:3:mulliken_charge:R:1
Zn -0.048 -0.287 0.014 -0.204
N -2.641 -2.659 7.397 -0.533
C -1.781 -2.381 6.354 1.059
C -1.985 -2.959 5.095 -0.769
C -1.150 -2.649 4.041 -0.504
C -0.103 -1.756 4.229 -0.219
C 0.112 -1.172 5.469 -0.400
C -0.721 -1.486 6.525 -0.682
S 0.912 -1.326 2.869 1.448
O 2.124 -0.729 3.356 -0.760
O 0.990 -2.464 1.984 -0.775
N 0.056 -0.242 2.006 -0.006
C 0.140 1.102 2.120 0.629
N 0.007 1.674 0.887 -0.324
C 0.013 2.998 0.804 -0.047
C 0.174 3.777 1.933 -0.617
C 0.315 3.101 3.139 -0.111
N 0.291 1.781 3.255 -0.471
H -3.208 -3.484 7.317 0.222
H -2.312 -2.467 8.327 0.219
H -2.804 -3.652 4.948 0.286
H -1.302 -3.104 3.072 0.463
H 0.931 -0.477 5.594 0.435
H -0.555 -1.033 7.496 0.275
H -0.104 3.427 -0.184 0.442
H 0.191 4.855 1.881 0.380
H 0.446 3.653 4.063 0.411
I 5.357 -2.800 -1.282 0.159
C 3.379 -2.236 -1.311 -0.452
C 2.312 -2.951 -1.815 -0.158
N 1.221 -2.205 -1.622 0.143
N 1.515 -1.043 -1.018 -0.104
C 2.827 -1.057 -0.808 -0.261
H 2.265 -3.917 -2.287 0.484
H 0.246 -2.400 -1.821 0.266
H 3.315 -0.238 -0.308 0.491
N -1.462 -1.171 -0.993 -0.404
C -2.623 -1.319 -1.135 0.588
N -3.849 -1.436 -1.407 -0.602
C -4.611 -2.267 -0.693 0.487
N -5.320 -2.980 -0.127 -0.483
```

- HOMO-LUMO gap: 0.30443 hartree
- ΔE to the lowest compared entry with this formula, charge and spin: 0.0 kcal per mole
- Charge: 0
- E_LUMO: 0.0016 Ha

---

# 5
Below is a molecular structure, C3H4ErO3 at a distorted geometry, with properties calculated with ωB97M-V/def2-TZVPD.

```
11
Properties=species:S:1:pos:R:3:mulliken_charge:R:1
C -2.217 -1.773 0.190 -0.484
C -0.925 -2.002 0.074 0.354
O 0.075 -1.067 0.166 -0.106
C 1.356 -1.438 0.070 -0.016
O 1.948 -0.256 0.022 -0.313
Er 0.448 1.487 0.064 1.992
H -2.935 -2.546 -0.081 0.292
H -2.565 -0.905 0.764 0.196
H 2.913 -0.297 -0.054 0.442
O -1.335 2.562 -0.266 -0.705
H -2.170 2.512 0.197 0.349
```

- HOMO-LUMO gap (alpha / beta): 0.25005 / 0.25976 hartree
- Multiplicity: 5
- ΔE to the lowest compared entry with this formula, charge and spin: 46.5 kcal per mole
- <S²>: 6.014
- Charge: +2
- E_LUMO (alpha / beta): -0.4104 / -0.4069 Ha

---

# 6
Below is a molecular structure, C4H8O2, with properties calculated with ωB97M-V/def2-TZVPD.

```
14
Properties=species:S:1:pos:R:3:mulliken_charge:R:1
O -2.358 0.495 -0.253 -0.483
C -1.468 -0.555 -0.002 -0.704
C -0.060 -0.182 0.490 0.346
C 0.875 -0.242 -0.691 -0.734
C 1.669 0.760 0.111 -0.424
O 0.445 1.152 0.796 -0.457
H -2.389 1.038 0.542 0.327
H -1.864 -1.332 0.664 0.323
H -1.311 -1.037 -0.980 0.322
H 0.228 -0.804 1.353 0.286
H 1.233 -1.218 -1.018 0.341
H 0.355 0.275 -1.507 0.303
H 2.176 1.576 -0.406 0.308
H 2.355 0.241 0.796 0.247
```

- HOMO-LUMO gap: 0.40137 hartree
- ΔE to the lowest compared entry with this formula, charge and spin: 62.5 kcal per mole
- Charge: 0
- E_LUMO: 0.0361 Ha

---

In eV, the E_tot values for the records above are, in order, -12966.911; -20352.170; -65755.957; -100609.953; -36915.265; -8370.572.